A molecular structure, C44H40F3N5O4Pr. Source: the Open Molecules 2025 dataset; level of theory: ωB97M-V with the def2-TZVPD basis set.

```
! wB97M-V def2-TZVPD RIJCOSX def2/J DEFGRID3
* xyz -1 3
C -0.996 -2.788 -1.562
C 2.226 2.269 0.669
H -0.158 -4.039 2.946
C -1.265 3.732 -1.060
H 1.477 -1.403 5.273
C 0.118 -3.442 -1.049
H -1.003 -2.421 -2.583
C 6.316 -1.795 1.809
O -2.456 0.594 -4.349
H 2.504 -3.265 4.317
C -2.141 0.442 -3.195
C 2.801 2.592 -5.079
H 5.861 -4.104 4.215
C -0.168 -0.465 6.267
H -1.072 -5.460 2.438
C 0.489 -0.981 5.165
C -1.401 -0.451 3.773
H 0.300 -0.494 7.238
C 5.004 -1.553 1.435
C -0.127 -0.980 3.930
Pr -0.142 0.411 -0.560
H 5.618 -0.625 -0.391
H 1.006 -3.563 -1.653
C -2.182 -3.263 0.475
N 1.665 1.916 -1.589
H -3.035 0.509 4.773
H -2.953 1.900 2.440
C 3.961 -2.219 2.115
C -1.434 0.072 6.123
C -2.045 0.088 4.880
O -1.071 0.116 -2.642
C 3.209 -3.920 3.810
H 3.194 0.144 3.705
C 4.739 -0.663 0.254
C -3.326 0.634 -2.110
C 2.081 1.787 -2.921
H -3.098 -3.240 1.053
O 0.795 -1.340 0.769
C -2.582 4.070 0.696
H -1.944 0.477 6.986
C -2.205 1.734 1.656
C -2.158 -2.722 -0.801
C 4.296 -3.141 3.130
N -1.161 2.613 -0.342
H 3.898 -1.054 -0.314
H 3.606 1.134 -6.436
C 2.311 2.750 -0.774
C 2.863 2.887 1.745
H 2.642 -4.489 3.076
H -3.276 4.483 1.406
H 7.677 -2.857 3.084
H 7.107 -1.289 1.269
N 2.660 -2.194 1.702
C 1.886 -1.207 1.422
C -1.049 -3.856 1.018
H -0.742 3.830 -1.996
C 3.146 2.129 2.871
H 2.177 -0.505 -1.427
H 2.815 -1.526 -2.730
F -4.426 -0.090 -2.388
H 3.142 3.926 1.667
C 2.933 0.264 -4.602
H -3.064 -2.305 -1.221
C -2.061 -0.484 2.419
H 3.186 -0.747 -4.896
C 0.090 -3.966 0.232
C -1.984 2.795 0.756
N 1.845 0.996 0.758
H 1.926 4.899 -4.345
C 3.163 1.316 -5.466
H 2.943 3.411 -5.772
C 2.385 0.478 -3.350
H 3.619 2.584 3.731
F -3.728 1.896 -1.933
F -2.904 0.189 -0.876
C 2.209 0.234 1.785
C -1.056 -4.370 2.427
H 3.634 -4.604 4.540
H 0.965 -4.454 0.634
H 0.763 4.222 -3.196
C 2.101 -0.734 -2.498
C 1.809 4.235 -3.493
O 3.102 3.667 -1.013
H 0.369 -1.407 3.077
C 6.641 -2.681 2.821
H 2.370 4.624 -2.645
H 1.097 -1.110 -2.744
N -1.612 0.585 1.535
C 5.620 -3.365 3.460
H -2.375 5.629 -0.858
H -1.926 -4.003 2.968
H 4.503 0.358 0.561
C 2.881 0.765 2.880
C 2.256 2.848 -3.827
H -1.796 -1.423 1.924
H -3.152 -0.429 2.552
C -2.120 4.663 -0.464
*
```

Computed properties:
* ΔE to the lowest compared entry with this formula, charge and spin: 66.7 kJ/mol
* electronic energy: -3092.3481 hartree
* E_HOMO (alpha / beta): -5.32 / -5.33 eV
* gap between HOMO and LUMO (alpha / beta): 7.672 / 7.678 eV


A molecular structure, C44H40F9N2O3PtS2. Source: the Open Molecules 2025 dataset; level of theory: ωB97M-V with the def2-TZVPD basis set.

```
! wB97M-V def2-TZVPD RIJCOSX def2/J DEFGRID3
* xyz 1 1
C -2.909 2.484 1.739
C -0.749 -4.157 0.157
C -1.078 -3.962 1.665
C -6.033 3.443 3.639
C 2.007 -2.064 -2.276
C 1.420 -1.846 5.065
C -3.817 3.203 2.492
H 1.210 1.785 3.440
C -1.485 1.255 -3.509
O 0.329 2.512 -1.615
C -3.519 2.353 -2.724
F -2.172 -2.499 -0.774
C -3.239 1.201 1.339
C 0.945 -0.065 -1.407
H -5.535 4.198 4.243
H 2.534 0.032 6.343
H 2.857 -2.721 -2.359
C -0.362 -3.796 -4.548
Pt 0.269 -1.217 0.388
H 2.447 1.311 5.138
C 4.399 3.235 -2.666
C -2.697 2.756 -5.005
H 4.804 0.752 5.561
F 0.164 -5.827 -1.275
H 3.666 1.155 0.487
C -1.765 2.547 -5.982
C -0.671 1.704 -5.737
H 1.648 -2.703 4.423
C 5.145 2.248 -0.613
H 2.990 -0.663 -1.001
H 4.603 3.814 -3.554
C -5.342 1.350 2.449
C -3.358 1.773 -1.499
H -6.289 0.911 2.722
F -1.932 -4.829 2.185
C -1.479 -2.952 -4.466
C 6.746 3.695 -1.878
C -2.263 0.939 -1.246
O 0.261 -3.380 -0.216
C -0.247 -0.355 -2.095
H -0.439 -2.683 5.778
H 1.953 -1.999 6.003
C -5.042 2.649 2.853
S 1.166 1.673 -0.766
C -0.411 -5.660 -0.091
H -6.711 3.956 2.956
C 0.769 -3.517 -3.829
C 2.723 0.268 5.295
H -0.629 -1.592 4.403
C -0.083 -1.762 5.328
C 2.072 -0.941 -1.500
H 5.931 2.066 0.104
H 6.960 3.937 -2.916
F -1.507 -6.426 -0.064
C 1.776 1.138 2.773
C 2.866 2.001 -1.306
C 5.412 3.035 -1.733
H -4.071 1.954 -0.712
H 4.506 -0.953 5.226
F -3.178 -4.253 -0.068
C -2.052 -3.837 -0.645
H -4.360 3.004 -2.905
C 1.605 -0.284 3.207
H -6.631 2.799 4.280
C 0.833 -2.383 -2.999
H -4.668 -0.390 1.385
S -2.049 0.236 0.406
F 0.031 -3.994 2.408
H -3.575 4.210 2.797
H 1.630 -4.166 -3.883
C -0.303 -1.528 -2.907
H 7.541 3.068 -1.482
C -4.442 0.617 1.699
H -1.955 2.893 1.447
N 1.157 -1.151 2.353
H 0.072 1.560 -6.506
O -0.723 0.839 0.834
C -2.578 2.128 -3.749
C 3.126 2.734 -2.449
C -0.529 1.078 -4.530
N 1.894 -0.600 4.476
C 3.880 1.740 -0.395
H -0.407 -4.672 -5.173
F 0.424 -6.133 0.832
H 1.112 -2.104 2.701
H 2.324 2.932 -3.144
F -1.599 -2.723 1.857
H -0.299 -0.942 6.008
C -1.350 0.628 -2.232
H -3.534 3.417 -5.173
H -1.852 3.040 -6.938
H 6.744 4.627 -1.310
C -1.457 -1.852 -3.656
F -2.020 -4.344 -1.870
H 1.379 1.256 1.770
H -2.362 -3.180 -5.042
H 0.330 0.450 -4.352
H 4.402 0.228 3.923
H 2.817 1.449 2.793
C 4.203 0.061 4.979
H -2.328 -1.220 -3.577
*
```

Computed properties:
* electronic energy: -3850.1485 hartree
* E_HOMO (alpha / beta): -10.56 / -10.57 eV
* gap between HOMO and LUMO (alpha / beta): 6.168 / 6.185 eV


A molecular structure, C44H40N2RuS4Sb2. Source: the Open Molecules 2025 dataset; level of theory: ωB97M-V with the def2-TZVPD basis set.

```
! wB97M-V def2-TZVPD RIJCOSX def2/J DEFGRID3
* xyz 0 5
H -5.346 0.670 2.322
H -2.936 2.507 2.812
C 5.058 0.968 1.635
H -6.162 -0.552 6.340
H 0.944 -4.717 6.229
C 0.208 3.096 -3.327
C -0.715 5.229 -4.833
C -4.651 5.598 0.336
S -1.163 -0.528 -1.787
H 1.437 2.624 -5.004
C 0.202 1.636 4.029
H -6.891 0.540 4.243
H 0.601 4.514 -6.373
C -3.388 -2.157 0.947
H -1.298 2.542 2.035
H -1.927 5.727 -3.152
C -0.773 3.944 -2.777
C -1.210 5.029 -3.560
C -2.389 4.800 0.467
H 0.620 1.382 5.004
C 1.657 -3.813 4.423
C -0.199 -3.380 -0.747
C 0.946 -3.826 5.615
Ru -0.226 -0.208 0.413
C 0.232 4.363 -5.367
C -0.737 2.664 -0.688
H -2.170 -3.815 -0.588
H -1.470 4.670 1.024
H -3.692 4.207 -2.596
H -1.515 2.689 4.740
C 0.912 -1.563 4.000
C 0.441 -0.587 -2.400
H 1.669 -2.903 -1.312
H -5.224 -3.658 -1.471
H -5.511 6.063 0.801
C 0.246 -2.700 6.018
C -4.429 -4.640 0.262
H -3.528 -5.340 2.083
H -1.071 6.065 -5.421
C -5.903 0.104 4.314
H -4.828 -5.609 -0.009
C -3.482 5.405 1.058
C -3.698 -4.490 1.435
H -1.430 -4.298 -2.075
C -3.623 4.574 -1.581
N 0.877 -3.499 -1.513
N -1.331 -3.961 -1.130
C 0.695 3.301 -4.599
C -4.243 -1.101 5.553
Sb 0.886 0.109 2.660
C -4.119 -2.301 -0.224
H 2.217 -4.687 4.120
C -3.768 -0.391 3.303
C -5.499 -0.520 5.485
C 1.641 -2.686 3.617
H 0.765 -3.771 -2.479
H -3.931 -1.603 6.460
H -5.631 5.301 -1.550
H -1.793 0.977 4.605
C -3.184 -3.249 1.783
C -3.382 -1.043 4.466
C 5.725 0.887 2.847
C -2.434 4.381 -0.867
C 5.023 0.608 4.011
H 5.603 1.170 0.722
H -0.310 -0.690 5.540
H 0.672 2.558 3.685
C -4.718 5.173 -0.983
C -5.037 0.171 3.234
C 0.232 -1.570 5.212
S 1.600 -0.283 -1.148
C -1.280 3.689 -1.454
C -0.300 1.757 0.018
H -3.421 5.729 2.090
H -2.614 -3.139 2.698
H -4.275 -1.450 -0.877
C -1.945 2.059 2.763
C -1.309 1.819 4.101
Sb -2.577 -0.111 1.526
C 3.684 0.775 1.586
S -0.092 -2.654 0.798
C -4.645 -3.546 -0.563
H 3.170 0.838 0.635
H 3.110 0.161 4.869
H -0.298 -2.702 6.954
H 5.545 0.531 4.956
H 2.199 -2.674 2.687
S 0.851 -0.934 -3.961
H 6.796 1.035 2.884
C 2.980 0.496 2.750
H -2.409 -1.516 4.530
H 0.563 2.260 -2.737
C 3.653 0.407 3.963
*
```

Computed properties:
* ΔE to the lowest compared entry with this formula, charge and spin: 214.6 kJ/mol
* electronic energy: -3978.1594 hartree
* E_HOMO (alpha / beta): -6.18 / -7.57 eV
* gap between HOMO and LUMO (alpha / beta): 6.230 / 5.356 eV


A molecular structure, C44H42As2NOSSiY. Source: the Open Molecules 2025 dataset; level of theory: ωB97M-V with the def2-TZVPD basis set.

```
! wB97M-V def2-TZVPD RIJCOSX def2/J DEFGRID3
* xyz 2 1
C -2.251 0.615 -4.031
H 5.380 4.362 1.984
H 7.950 -1.727 3.255
S 3.675 -0.137 -0.474
H -0.215 7.825 -1.279
H 6.652 -1.045 4.226
C -1.856 2.598 4.284
H 5.314 -2.083 -3.915
C -1.824 -6.740 -1.451
H 6.059 -3.362 0.724
H -2.449 1.662 -3.847
H 1.227 -0.858 -4.249
C 0.864 5.981 -1.439
H -1.432 7.146 0.761
H 6.127 1.058 0.586
C -0.499 5.222 0.870
Y 1.144 0.193 -0.579
H 3.602 -0.599 -4.898
H 0.456 -5.128 -3.369
H -2.945 -1.840 -6.267
H -3.363 0.191 2.433
H -2.235 -7.729 -1.294
C 0.415 4.358 0.282
C 1.990 -1.479 -3.792
C -1.496 -0.118 -3.130
C 1.640 -2.456 -2.861
H 4.346 -1.849 4.103
H 1.908 -1.825 4.556
C -2.766 -0.007 -5.161
C 4.280 -2.183 -3.616
C -0.723 6.469 0.304
H 7.463 -2.413 0.232
C -2.534 -1.357 -5.391
H 4.675 -3.811 -2.272
H -3.044 -5.835 0.069
C 1.453 -1.027 2.635
H -1.600 -3.149 -4.663
O -0.058 -1.549 -0.755
C 6.866 -1.712 3.386
H 6.555 -2.723 3.660
C 3.674 2.293 4.051
C -1.256 -1.470 -3.363
H -1.037 4.932 1.762
H -1.501 0.731 0.925
C 2.599 -3.297 -2.303
H 5.629 3.174 4.134
H 1.391 6.276 -2.336
C -0.041 6.850 -0.844
C 6.697 0.587 1.390
H 3.774 1.782 5.000
H 2.318 -4.048 -1.575
C 3.319 -1.343 -4.165
H 7.743 0.535 1.077
C -1.768 -4.406 -0.883
C 3.666 -1.496 3.336
C 6.390 -2.362 0.434
H -0.488 -7.382 -3.006
H 5.882 -2.081 -0.491
H -0.068 3.650 3.734
C -2.284 -5.675 -0.684
C 2.496 2.174 3.328
C -2.643 0.947 2.718
As 0.789 2.606 1.015
C -0.792 2.897 3.447
C 3.401 3.625 1.627
H 0.379 -0.978 2.778
C 4.713 3.075 3.566
N 1.913 -0.606 1.445
C -0.653 2.224 2.235
C -0.787 -4.226 -1.852
C -2.780 1.624 3.921
H -3.610 1.396 4.577
C 3.238 -0.642 1.172
Si 6.072 -1.126 1.803
C 4.575 3.742 2.356
C 2.359 2.845 2.119
C 3.921 -3.159 -2.692
C -0.315 -5.284 -2.624
H -1.145 0.363 -2.218
C 1.087 4.731 -0.880
H -3.360 0.564 -5.862
C 4.184 -1.076 2.119
C -1.581 1.249 1.877
C -0.844 -6.548 -2.416
As -0.140 -2.473 -2.176
H 6.644 1.236 2.267
C 2.298 -1.486 3.606
H -2.112 -3.568 -0.291
H 1.793 4.052 -1.347
H -1.967 3.129 5.221
H 1.682 1.577 3.720
H 3.295 4.161 0.693
C -1.777 -2.094 -4.492
*
```

Computed properties:
* ΔE to the lowest compared entry with this formula, charge and spin: 24.2 kJ/mol
* electronic energy: -7029.0807 hartree
* E_HOMO: -13.28 eV
* gap between HOMO and LUMO: 7.746 eV